Entry one
This record from OMol25 describes 2 unconnected molecules or ions with the total composition C6H14N2O2. The level of theory is ωB97M-V/def2-TZVPD.

Results
Multiplicity: 1
SMILES: CNC(C)=O.CNC(C)=O
Kohn-Sham gap, eV: 10.374
HOMO level, eV: -9.75
Charge: 0

Last columns: bonded neighbours and bond lengths (Å).
Cartesian coordinates (Å):
1 C -0.07152 -2.95651 -0.97822  C3 1.532, H6 1.090, H9 1.110, H10 1.123
2 C -2.31265 0.07719 -0.74768  N5 1.470, H8 1.088, H11 1.095, H12 1.121
3 C -0.86215 -1.72435 -1.42854  C1 1.532, O4 1.224, N5 1.358
4 O -0.94681 -1.37324 -2.59837  C3 1.224
5 N -1.67412 -1.21669 -0.46622  C2 1.470, C3 1.358, H7 1.047
6 H -0.06144 -3.81275 -1.65217  C1 1.090
7 H -1.45910 -1.53200 0.50891  N5 1.047
8 H -1.67318 0.55932 -1.48372  C2 1.088
9 H 0.86048 -2.65910 -0.45304  C1 1.110
10 H -0.74291 -3.47560 -0.24260  C1 1.123
11 H -3.34347 0.01378 -1.11209  C2 1.095
12 H -2.24650 0.74520 0.14976  C2 1.121
13 C 0.61472 0.21069 2.14115  N17 1.445, H19 1.102, H21 1.094, H22 1.118
14 C 1.87134 2.68511 -0.51735  C15 1.521, H20 1.109, H23 1.056, H24 1.089
15 C 1.41205 2.08069 0.80063  C14 1.521, O16 1.207, N17 1.441
16 O 1.26774 2.72214 1.81249  C15 1.207
17 N 1.24078 0.65424 0.91646  C13 1.445, C15 1.441, H18 1.006
18 H 1.00693 0.13738 0.08539  N17 1.006
19 H 0.68554 -0.81526 2.53663  C13 1.102
20 H 0.98829 2.59243 -1.18210  C14 1.109
21 H 1.08881 0.81021 2.92368  C13 1.094
22 H -0.48282 0.40997 2.21015  C13 1.118
23 H 2.09102 3.69846 -0.31993  C14 1.056
24 H 2.74898 2.16870 -0.90322  C14 1.089

So, what does the natural (NBO) scheme give us? The charges, in e, come out as: -0.724, -0.424, 0.655, -0.616, -0.625, 0.252, 0.400, 0.222, 0.232, 0.216, 0.210, 0.202, -0.444, -0.706, 0.686, -0.599, -0.649, 0.381, 0.206, 0.232, 0.241, 0.173, 0.243, 0.236



Entry two
This record from OMol25 describes 2 unconnected molecules or ions with the total composition C6H14N2O2. The level of theory is ωB97M-V/def2-TZVPD.

Results
Multiplicity: 1
SMILES: CNC(C)=O.CNC(C)=O
Kohn-Sham gap, eV: 10.367
HOMO level, eV: -9.36
Charge: 0

Last columns: bonded neighbours and bond lengths (Å).
Cartesian coordinates (Å):
1 C -2.18155 -3.06532 -1.99669  C3 1.510, H6 1.089, H9 1.089, H10 1.089
2 C -0.35362 -0.01991 -3.26527  N5 1.449, H8 1.087, H11 1.088, H12 1.084
3 C -1.50972 -1.71321 -1.95720  C1 1.510, O4 1.211, N5 1.381
4 O -1.61789 -0.93812 -1.03328  C3 1.211
5 N -0.93549 -1.34279 -3.15760  C2 1.449, C3 1.381, H7 1.005
6 H -2.03616 -3.60520 -1.06199  C1 1.089
7 H -0.48917 -2.10076 -3.64422  N5 1.005
8 H 0.47107 -0.05381 -3.97198  C2 1.087
9 H -3.25360 -2.89747 -2.09330  C1 1.089
10 H -1.81875 -3.71438 -2.79261  C1 1.089
11 H -1.10549 0.70302 -3.57578  C2 1.088
12 H 0.08141 0.31148 -2.32929  C2 1.084
13 C -0.58692 1.85028 2.09406  C15 1.491, H18 1.079, H21 1.091, H22 1.088
14 C 3.02940 1.23150 3.12749  N17 1.446, H20 1.072, H23 1.091, H24 1.084
15 C 0.86238 1.51617 1.99625  C13 1.491, O16 1.220, N17 1.364
16 O 1.30451 0.94771 1.01201  C15 1.220
17 N 1.65262 1.67085 3.09709  C14 1.446, C15 1.364, H19 1.006
18 H -0.94841 2.04538 1.09659  C13 1.079
19 H 1.32151 2.15222 3.91617  N17 1.006
20 H 3.14378 0.49513 2.35719  C14 1.072
21 H -1.14099 0.96400 2.40749  C13 1.091
22 H -0.89642 2.68289 2.72313  C13 1.088
23 H 3.73624 2.04186 2.94291  C14 1.091
24 H 3.27125 0.83849 4.10880  C14 1.084

So, what does the natural (NBO) scheme give us? The charges, in e, come out as: -0.708, -0.422, 0.673, -0.605, -0.627, 0.233, 0.385, 0.197, 0.241, 0.207, 0.198, 0.227, -0.715, -0.418, 0.665, -0.629, -0.614, 0.248, 0.387, 0.237, 0.245, 0.212, 0.187, 0.194



In order of decreasing stability: entry two, entry one.



Entry one
This record from OMol25 describes 2 unconnected molecules or ions with the total composition C4H12O2S. The level of theory is ωB97M-V/def2-TZVPD.

Results
⟨S²⟩: 0.753
Multiplicity: 2
Kohn-Sham gap (alpha / beta), eV: 9.138 / 3.984
HOMO level (alpha / beta), eV: -13.50 / -13.42
Charge: +1

Last columns: bonded neighbours and bond lengths (Å).
Cartesian coordinates (Å):
1 C 2.06586 1.12713 0.94094  O2 1.503, C3 1.590, H7 1.174, H8 1.091
2 O 1.65151 2.43536 1.55488  C1 1.503, H9 0.964
3 C 0.97809 0.05661 1.38582  C1 1.590, C4 1.554, H10 1.085, H11 1.008
4 C 0.54683 -0.78853 0.15555  C3 1.554, C5 1.512, H12 1.200, H13 1.012
5 C -0.59431 -1.73077 0.46596  C4 1.512, S6 1.895, H14 1.082, H15 1.147
6 S -1.84996 -1.84511 -0.94877  C5 1.895, H16 1.286
7 H 3.09697 1.07670 1.50048  C1 1.174
8 H 2.15159 1.24479 -0.14075  C1 1.091
9 H 0.85399 2.78411 1.14131  O2 0.964
10 H 1.43235 -0.60122 2.11876  C3 1.085
11 H 0.11406 0.51205 1.63374  C3 1.008
12 H 0.21938 0.02545 -0.66299  C4 1.200
13 H 1.27999 -1.33855 -0.27330  C4 1.012
14 H -1.12722 -1.39091 1.34474  C5 1.082
15 H -0.30624 -2.80611 0.74309  C5 1.147
16 H -1.03324 -2.50442 -1.69229  S6 1.286
17 H -1.43602 1.72786 -1.44488  O19 1.034
18 H -0.99839 1.78456 -2.88927  O19 0.979
19 O -0.72984 2.19223 -2.04087  H17 1.034, H18 0.979

So, what does the natural (NBO) scheme give us? The charges, in e, come out as: -0.077, -0.716, -0.402, -0.418, -0.510, 0.675, 0.230, 0.187, 0.464, 0.232, 0.208, 0.226, 0.223, 0.257, 0.282, 0.131, 0.449, 0.473, -0.914



Entry two
This record from OMol25 describes 2 unconnected molecules or ions with the total composition C4H12O2S. The level of theory is ωB97M-V/def2-TZVPD.

Results
⟨S²⟩: 0.753
Multiplicity: 2
Kohn-Sham gap (alpha / beta), eV: 9.263 / 3.934
HOMO level (alpha / beta), eV: -13.16 / -13.01
Charge: +1

Last columns: bonded neighbours and bond lengths (Å).
Cartesian coordinates (Å):
1 C 0.22487 1.01075 0.83724  O2 1.412, C3 1.525, H7 1.095, H8 1.093
2 O 1.04495 0.72408 1.95051  C1 1.412, H9 0.976
3 C 0.73921 0.19301 -0.34270  C1 1.525, C4 1.530, H10 1.104, H11 1.074
4 C -0.31172 -0.36534 -1.30454  C3 1.530, C5 1.522, H12 1.101, H13 1.087
5 C 0.38517 -1.05777 -2.46750  C4 1.522, S6 1.806, H14 1.098, H15 1.084
6 S -0.53268 -0.90763 -4.01563  C5 1.806, H16 1.350
7 H -0.80827 0.72148 1.05636  C1 1.095
8 H 0.32064 2.08818 0.67804  C1 1.093
9 H 0.48776 0.53561 2.72890  O2 0.976
10 H 1.09021 -0.68946 0.22038  C3 1.104
11 H 1.65962 0.48150 -0.81462  C3 1.074
12 H -0.83985 0.53094 -1.66435  C4 1.101
13 H -1.02813 -1.04184 -0.84635  C4 1.087
14 H 1.26028 -0.45886 -2.75248  C5 1.098
15 H 0.74070 -2.06008 -2.25704  C5 1.084
16 H -1.72063 -1.26655 -3.48540  S6 1.350
17 H -0.69067 0.41059 4.92570  O19 0.962
18 H -1.26274 0.93261 3.56840  O19 0.968
19 O -0.75874 0.21878 3.98507  H17 0.962, H18 0.968

So, what does the natural (NBO) scheme give us? The charges, in e, come out as: -0.062, -0.730, -0.432, -0.411, -0.562, 0.696, 0.163, 0.187, 0.505, 0.239, 0.225, 0.217, 0.237, 0.259, 0.294, 0.147, 0.500, 0.478, -0.949



In order of decreasing stability: entry two, entry one.